Formula: C6H10O
Source: the Open Molecules 2025 dataset
Level of theory: the ωB97M-V functional and the def2-TZVPD basis

```
17
C6H10O, DFT the ωB97M-V functional and the def2-TZVPD basis
C -1.2184 -0.2461 1.3953
C 0.1076 0.2159 0.7871
C 1.0152 -0.9586 0.3785
C 0.7527 -1.1108 -1.0993
C 0.0926 -0.0720 -1.6140
C -0.2192 0.9153 -0.5425
O -1.1827 1.8150 -0.6345
H -1.6993 -0.9950 0.7561
H -1.0511 -0.6917 2.3813
H -1.9004 0.6021 1.4938
H 0.5961 0.9132 1.4729
H 0.7935 -1.8763 0.9368
H 2.0767 -0.7306 0.5452
H 1.0929 -1.9750 -1.6640
H -0.2074 0.0851 -2.6440
H 0.9964 1.8303 -0.6727
H 0.0769 2.2326 -0.7029
```

=====

Formula: H20O10
Source: the Open Molecules 2025 dataset
Level of theory: the ωB97M-V functional and the def2-TZVPD basis

```
30
Properties=species:S:1:pos:R:3
O -1.6542 2.7769 -0.4124
H -1.7105 3.3741 -1.1656
H -2.3782 3.0476 0.1698
O 1.8864 -4.0549 -0.5629
H 1.1525 -4.4462 -1.0525
H 1.6235 -3.1387 -0.4380
O -1.6361 3.4577 2.2982
H -1.1403 2.9487 1.6431
H -1.2093 3.2514 3.1362
O -3.0600 -0.0696 -2.2181
H -2.5361 -0.2690 -3.0004
H -2.4069 0.1106 -1.5255
O -1.7263 -3.0526 -1.4737
H -1.8492 -2.1859 -1.0601
H -2.5672 -3.5027 -1.3456
O -0.8517 -0.4377 -0.1582
H 0.0253 -0.8348 -0.3081
H -0.6665 0.4474 0.1805
O 1.7272 1.8289 -0.9247
H 1.9481 0.8853 -0.8812
H 1.0961 1.9908 -0.2067
O 1.6703 -1.0436 -1.0034
H 2.5341 -1.3629 -0.7106
H 1.8014 -0.8105 -1.9359
O 2.2311 -0.9351 2.4680
H 1.4457 -1.4812 2.3308
H 2.7413 -1.0336 1.6621
O 1.0233 1.8224 1.9679
H 0.5434 1.0668 2.3256
H 1.9426 1.6504 2.2014
```

The structure (SMILES) is O.O.O.O.O.O.O.O.O.O.

=====

Formula: C28H40BN6O2
Source: the Open Molecules 2025 dataset
Level of theory: the ωB97M-V functional and the def2-TZVPD basis

```
77
Properties=species:S:1:pos:R:3
B -0.6289 0.1043 -0.1273
H 0.4947 0.4537 0.0111
H -0.8338 0.0147 -1.2879
H -0.7753 -0.9789 0.3249
H -1.4047 0.8257 0.3983
O 6.1146 0.4956 -1.5105
C 5.1606 -0.2271 -1.5695
O 3.8983 0.2515 -1.4359
C 2.9313 -0.7828 -1.6893
C 3.6832 -2.0923 -1.6318
C 5.1429 -1.7029 -1.8999
H 2.4007 -0.6565 -2.6305
H 2.2196 -0.7299 -0.8692
H 3.3805 -2.8506 -2.3576
H 3.6212 -2.6555 -0.7020
H 5.4360 -1.8640 -2.9392
H 5.8269 -2.3279 -1.3300
N -3.5320 -0.0451 -1.2861
C -4.0947 -1.1712 -1.8248
C -5.2062 -0.7765 -2.5292
C -5.3013 0.6323 -2.4374
C -4.2271 1.0549 -1.6945
H -2.6260 -0.0007 -0.8261
H -3.6575 -2.1449 -1.6817
H -5.8736 -1.4569 -3.0347
H -6.0411 1.2346 -2.9387
H -3.8812 2.0403 -1.4245
N -0.3275 -2.4437 -1.9083
C 0.3724 -2.7230 -3.0476
C 0.3678 -4.0904 -3.1966
C -0.4435 -4.6487 -2.1808
C -0.8990 -3.5890 -1.4287
H -0.5225 -1.5283 -1.4927
H 0.9671 -1.9753 -3.5426
H 0.8818 -4.6016 -3.9967
H -0.7255 -5.6832 -2.0778
H -1.4066 -3.5384 -0.4780
N 2.3678 3.1914 2.7637
C 1.6949 3.1699 1.5781
C 1.5957 4.4588 1.1008
C 2.2189 5.2776 2.0813
C 2.7173 4.4829 3.0744
H 2.5925 2.3937 3.3294
H 1.4149 2.2351 1.1193
H 1.0333 4.7232 0.2206
H 2.3195 6.3503 2.0152
H 3.2098 4.6965 4.0073
N 1.3227 -1.8461 1.5620
C 1.5835 -1.6934 2.8920
C 2.1395 -2.8433 3.3762
C 2.3365 -3.6948 2.2487
C 1.7654 -3.0823 1.1622
H 0.8585 -1.1792 0.9466
H 1.4124 -0.7330 3.3531
H 2.3962 -3.0726 4.3968
H 2.7955 -4.6652 2.3517
H 1.6745 -3.3882 0.1329
N -1.1015 3.1461 -0.9215
C -1.7082 4.2355 -0.3513
C -1.6410 5.2539 -1.2795
C -0.9302 4.7774 -2.4100
C -0.5576 3.4873 -2.1170
H -1.1489 2.2410 -0.4614
H -2.1664 4.1376 0.6179
H -2.0648 6.2293 -1.0960
H -0.6638 5.3377 -3.2902
H -0.1335 2.6715 -2.6819
N -1.9761 -0.4949 2.6521
C -1.9238 -1.3866 3.6883
C -3.0326 -1.1649 4.4721
C -3.8292 -0.1975 3.8407
C -3.1556 0.1861 2.7018
H -1.3538 -0.4787 1.8447
H -1.1344 -2.1091 3.8066
H -3.2483 -1.6359 5.4191
H -4.7600 0.2367 4.1675
H -3.4111 0.9240 1.9595
```

Its total charge is -1.

=====

Formula: C7H15NO4S
Source: the Open Molecules 2025 dataset
Level of theory: the ωB97M-V functional and the def2-TZVPD basis

```
28
Properties=species:S:1:pos:R:3
C -0.7758 2.4217 1.3594
O -0.4356 1.1026 1.7471
C 0.8745 0.6570 1.4800
C 1.0634 -0.1043 0.1474
C 1.1659 0.9034 -1.0219
O 0.5338 0.4478 -2.1985
S -1.0615 0.3759 -2.0296
O -1.5435 -0.3492 -3.1463
O -1.5717 1.6897 -1.7855
N -1.2471 -0.4870 -0.6300
C -0.0574 -1.1523 -0.1163
C -0.4554 -1.8885 1.1677
C 0.3938 -2.1966 -1.1420
H 0.0534 3.1119 1.5457
H -1.6198 2.7050 1.9887
H -1.0836 2.4849 0.3103
H 1.1223 -0.0166 2.3063
H 1.5801 1.4989 1.5080
H 2.0089 -0.6496 0.2268
H 2.2089 1.0855 -1.2924
H 0.7028 1.8565 -0.7510
H -1.6635 0.1037 0.0761
H 0.4135 -2.3706 1.6080
H -0.8926 -1.2053 1.8885
H -1.1923 -2.6479 0.9225
H -0.4528 -2.8316 -1.3887
H 1.1880 -2.8097 -0.7218
H 0.7432 -1.7352 -2.0586
```

The structure (SMILES) is COC[C@@H]1COS(=O)(=O)NC1(C)C.

=====

Formula: C19H17AuClIN4O5S2
Source: the Open Molecules 2025 dataset
Level of theory: the ωB97M-V functional and the def2-TZVPD basis

```
50
C19H17AuClIN4O5S2, DFT the ωB97M-V functional and the def2-TZVPD basis
Au 0.2559 -0.1068 -0.0100
C 2.2065 3.6521 -1.1115
C 2.0023 2.2624 -0.5772
N 0.7939 1.7895 -0.6099
N -0.1985 2.6488 -1.0585
C -1.3782 2.3029 -0.7739
S -1.8099 0.9734 0.2642
S -2.6497 3.4158 -1.2567
C -3.9012 2.3067 -2.0284
C -3.5757 2.0965 -3.4865
C -3.0739 0.8786 -3.9239
C -2.7217 0.7067 -5.2600
C -2.8660 1.7503 -6.1611
C -3.3739 2.9714 -5.7268
C -3.7214 3.1431 -4.3959
C 3.1301 1.5434 -0.0110
C 4.2248 2.2663 0.4969
C 5.2702 1.6363 1.1256
C 5.2624 0.2431 1.2187
C 4.2244 -0.4824 0.6752
C 3.1401 0.1526 0.0520
O 2.1999 -0.5881 -0.5154
H 1.5349 3.8186 -1.9464
H 3.2342 3.7931 -1.4299
H 1.9522 4.3867 -0.3437
H -4.8416 2.8373 -1.8930
H -3.9229 1.3749 -1.4722
H -2.9643 0.0573 -3.2287
H -2.3292 -0.2503 -5.5866
H -2.5847 1.6181 -7.1995
H -3.4935 3.7905 -6.4271
H -4.0976 4.1036 -4.0533
H 4.2182 3.3481 0.4401
H 6.0798 2.2111 1.5576
H 6.0727 -0.2679 1.7252
H 4.1982 -1.5666 0.7160
O -3.4897 -2.0107 -1.7509
Cl -2.2662 -2.3324 -1.0607
O -1.9495 -3.7365 -1.1578
O -2.3677 -1.9522 0.3380
O -1.1521 -1.5664 -1.7058
I 0.3280 -5.9475 2.5211
C 0.4606 -4.3114 1.2829
C 0.8490 -4.2983 -0.0390
N 0.8467 -3.0204 -0.4312
N 0.4688 -2.2056 0.5621
C 0.2209 -2.9760 1.6151
H 1.1158 -5.1039 -0.7032
H 0.9814 -2.6376 -1.3510
H -0.1225 -2.5527 2.5472
```

=====

In the order shown, the computed HOMO-LUMO gap values come out to 0.353; 0.388; 0.306; 0.392; 0.239 Eh.